Below is C28H19N5O3PrS4 as an isolated structure, with properties calculated with ωB97M-V/def2-TZVPD.

Summary:
* lowest unoccupied orbital energy (spin up / spin down): 0.0281 / 0.0281 hartree
* orbital gap (spin up / spin down): 5.2009 / 5.1964 eV
* <S²>: 2.00
* charge: -1
* electronic energy: -3687.77105 a.u.
* energy relative to the best compared isomer or geometry (same formula, charge and spin): 0.0 kcal/mol
* highest occupied orbital energy (spin up / spin down): -4.44 / -4.43 eV
* multiplicity: 3

Geometry as XYZ:
```
60
Properties=species:S:1:pos:R:3:forces:R:3:lowdin_spin:R:1
Pr -2.479619 1.561280 0.378022 -2.09 1.59 0.56 2.040
S -2.295322 5.754458 2.816551 0.46 0.18 0.21 -0.002
C -2.438522 4.432172 1.841197 -0.31 1.05 -0.08 0.000
S -3.858208 3.490407 1.934873 -0.03 -0.99 -0.48 -0.010
S -1.254796 4.126388 0.574889 0.11 -0.93 -0.14 -0.010
O -3.592359 -1.828202 6.138437 -0.11 -0.39 -0.26 0.000
S -3.387738 -0.427362 5.925856 -1.54 1.61 -0.77 0.000
O -3.913275 0.481431 6.913067 0.44 -0.38 0.03 0.000
N -3.932895 0.129354 4.439510 0.96 -0.76 -1.51 -0.001
C -2.938544 0.337465 3.571274 -0.29 -1.01 1.82 0.000
O -3.023792 0.476007 2.290613 0.25 -0.12 1.23 -0.003
C -1.562677 0.271468 4.295265 -1.38 1.41 0.34 0.000
C -0.376153 0.875911 3.913556 -0.83 0.38 -1.92 0.000
C 0.722820 0.762536 4.714375 0.86 -0.32 2.38 0.000
C 0.539564 0.320672 6.090832 2.12 0.62 -1.69 0.000
C -0.649317 -0.178459 6.505961 -1.63 -0.53 0.53 0.000
C -1.725295 -0.111644 5.602851 1.70 -0.80 0.22 0.000
H -0.505914 1.531339 3.017221 1.02 -0.94 0.38 0.000
H 1.768626 0.931663 4.407002 -0.84 0.68 0.05 0.000
H 1.400481 0.472656 6.778407 -0.66 -0.63 -0.57 0.000
H -0.806221 -0.672400 7.482825 0.14 0.81 -0.44 0.000
C -4.772539 1.077181 -1.077430 -0.11 -0.58 0.08 -0.005
C -3.821141 0.288713 -1.765975 -1.10 2.44 -0.32 -0.002
C -3.191995 1.019331 -2.861207 2.21 -1.50 -0.78 -0.002
C -2.033048 0.459967 -3.441396 -2.07 0.06 0.03 0.001
C -1.731298 -0.894359 -3.132775 1.41 -1.60 -0.92 -0.002
C -2.354539 -1.638465 -2.159517 -2.19 1.63 1.59 0.000
C -3.323577 -0.963257 -1.386823 0.71 -0.94 -0.23 -0.002
C -0.704957 -1.601523 -3.859034 2.77 0.70 -1.09 0.000
N 0.290277 -1.939248 -4.398258 -2.75 0.23 1.15 -0.001
H -5.448120 0.709021 -0.289485 0.44 -0.11 -0.44 0.000
H -5.161090 1.897635 -1.682602 0.10 0.09 0.54 0.000
H -3.656358 1.941052 -3.229516 0.49 -0.26 0.34 0.000
H -1.474818 0.878934 -4.284639 -0.35 0.24 0.45 0.000
H -2.227958 -2.677149 -1.904528 0.67 -0.16 -0.40 0.000
H -3.830026 -1.456924 -0.574465 -0.09 -0.30 0.15 0.000
N 2.821752 -1.488366 -3.083703 1.72 0.57 -0.12 0.000
C 4.117662 -1.589809 -3.660672 -1.21 -0.11 0.94 0.000
C 4.637739 -2.407737 -4.673648 -0.71 -0.17 -0.58 0.000
C 6.004688 -2.324706 -4.877570 1.03 0.55 0.91 0.000
C 6.827678 -1.527116 -4.007777 -1.72 0.67 -0.17 0.000
C 6.270783 -0.706802 -3.012207 1.11 -0.25 -1.34 0.000
C 4.916647 -0.733183 -2.882225 -2.25 -0.23 1.45 0.000
N 4.146364 -0.105426 -1.863890 -1.18 -0.64 -1.27 0.000
C 2.905619 -0.557139 -2.064485 1.22 -0.65 -0.55 0.000
C 1.721459 -0.221478 -1.224088 1.76 -0.67 0.42 0.001
C 1.804541 0.991251 -0.544005 0.23 -0.15 -0.56 0.000
C 0.751366 1.343292 0.248904 -0.51 0.08 0.33 0.000
N -0.290257 0.536807 0.427678 0.10 -3.29 0.45 -0.004
C -0.233797 -0.806203 0.042965 2.82 2.10 -1.16 0.001
C 0.807184 -1.215632 -0.836135 -1.28 0.35 0.91 0.000
H 1.972510 -1.864402 -3.478064 -0.29 0.03 -0.20 0.000
H 3.973206 -3.043401 -5.313920 0.74 0.68 0.73 0.000
H 6.524183 -2.843289 -5.690340 -0.46 0.02 0.32 0.000
H 7.851075 -1.384730 -4.234713 0.96 -0.27 -0.17 0.000
H 6.792891 0.052719 -2.446706 0.49 -0.34 0.09 0.000
H 2.690984 1.611721 -0.635498 -0.24 -0.07 -0.20 0.000
H 0.664859 2.266457 0.813921 0.23 0.22 -0.38 0.000
H -0.852759 -1.532169 0.518114 -0.88 0.02 0.10 0.000
H 0.923965 -2.288710 -1.106872 -0.12 1.09 0.00 0.000
```
Forces are in eV/Å.